Density functional theory data (ωB97M-V with the def2-TZVPD basis set) for a structure of composition C31H21Br3N4O5S3W in a non-equilibrium geometry.

Output
**Total charge**: +2
**Gap between HOMO and LUMO**: 5.82 eV
**Energy relative to the best compared isomer or geometry (same formula, charge and spin)**: 53.6 kJ/mol
**LUMO level**: -0.277 hartree
**HOMO energy**: -13.369 eV

Geometry as XYZ:
```
68
Properties=species:S:1:pos:R:3:lowdin_charge:R:1
W -0.25 -0.29 -0.72 1.76
O 0.08 3.03 3.79 0.10
C -0.97 2.21 3.96 -0.24
C -1.65 2.30 5.18 0.01
C -2.74 1.48 5.42 -0.03
C -3.18 0.55 4.46 -0.06
C -2.52 0.46 3.27 -0.01
C -1.40 1.28 3.00 -0.09
C -0.73 1.16 1.73 -0.41
O -1.21 0.26 0.84 -0.27
N 0.30 1.85 1.37 0.04
N 0.72 1.53 0.09 -0.22
C 1.70 2.27 -0.33 -0.87
S 2.29 3.58 0.63 1.04
C 3.72 3.93 -0.43 -0.47
C 3.33 3.63 -1.86 -0.46
S 2.48 2.03 -1.86 0.98
H 0.46 2.90 2.91 0.06
H -1.31 3.02 5.91 0.13
H -3.26 1.57 6.36 0.12
H -4.03 -0.08 4.67 0.11
H -2.84 -0.26 2.52 0.12
H 4.56 3.32 -0.10 0.09
H 3.97 4.98 -0.30 0.10
H 4.19 3.54 -2.52 0.10
H 2.64 4.37 -2.26 0.09
Br 2.86 -1.66 -4.33 0.90
C 3.22 -1.77 -2.50 -0.60
C 4.43 -2.34 -2.03 -0.12
C 4.70 -2.41 -0.69 -0.60
Br 6.31 -3.17 -0.13 0.89
C 3.77 -1.92 0.28 -0.16
C 3.91 -1.95 1.69 0.03
C 2.92 -1.44 2.48 0.02
C 1.77 -0.90 1.89 -0.08
N 1.62 -0.84 0.58 -0.08
C 2.59 -1.36 -0.21 -0.19
C 2.34 -1.30 -1.58 -0.37
O 1.13 -0.74 -1.85 -0.34
H 5.14 -2.72 -2.75 0.11
H 4.80 -2.39 2.13 0.11
H 3.00 -1.46 3.56 0.13
H 0.97 -0.51 2.51 0.13
O -1.90 -1.76 -3.76 0.19
C -1.90 -1.99 -2.61 -0.41
O -1.69 -0.88 -1.68 -0.29
C -2.17 -3.23 -1.88 -0.16
C -3.01 -4.16 -2.48 0.02
C -3.33 -5.33 -1.81 -0.03
C -2.79 -5.57 -0.56 -0.03
C -1.93 -4.65 0.04 -0.09
C -1.61 -3.47 -0.63 -0.50
S -0.35 -2.52 0.17 0.90
H -3.42 -3.94 -3.46 0.14
H -4.00 -6.05 -2.27 0.12
H -3.04 -6.48 -0.03 0.12
H -1.50 -4.87 1.00 0.11
Br -0.24 1.12 -4.05 0.90
C -1.51 1.91 -2.93 -0.70
C -2.46 2.74 -3.49 -0.07
C -3.34 3.39 -2.65 -0.01
C -3.24 3.20 -1.29 -0.01
C -2.28 2.33 -0.81 -0.09
N -1.42 1.68 -1.61 -0.06
H -2.49 2.87 -4.56 0.12
H -4.10 4.05 -3.07 0.13
H -3.90 3.70 -0.59 0.13
H -2.21 2.15 0.25 0.10
```